Record 1
The following is a quantum chemistry calculation of a molecular structure, C31H35CrN3O3SSi, from the Open Molecules 2025 dataset.

Element x y z (Å)
Cr -0.55427 -0.64133 -1.33688
O -0.75851 -2.52106 -0.76761
C 0.37232 -3.11259 -0.42860
C 0.41678 -4.42624 0.05311
C 1.63280 -5.01275 0.38043
C 2.82675 -4.31575 0.23404
C 2.78871 -3.00247 -0.23148
C 1.58776 -2.38755 -0.54688
C 1.48040 -0.99963 -1.06976
N 0.95110 0.09104 -0.28774
N 1.41555 1.34387 -0.80616
C 0.69344 1.73245 -1.79130
O -0.29816 1.07849 -2.30974
C 1.05523 3.04449 -2.40847
C 1.87004 3.94552 -1.72725
C 2.19043 5.16361 -2.30574
C 1.70305 5.49217 -3.56564
C 0.88501 4.59850 -4.24200
C 0.55753 3.38054 -3.66116
H -0.51497 -4.96831 0.16592
H 1.64826 -6.03172 0.75233
H 3.77088 -4.78153 0.48786
H 3.70789 -2.43370 -0.33259
H 2.32293 -0.65834 -1.66576
H 2.22737 3.67216 -0.74241
H 2.81896 5.86407 -1.76916
H 1.95520 6.44559 -4.01463
H 0.49706 4.85281 -5.22137
H -0.09027 2.67440 -4.16403
C -4.27005 0.69697 0.34068
C -3.94225 1.77893 1.17456
C -2.63994 2.02678 1.49712
C -1.58270 1.19819 1.00138
N -1.93417 0.18591 0.14079
C -3.22207 -0.04753 -0.14071
C -0.23410 1.38154 1.41020
C 0.18667 2.63955 1.89850
C 1.44571 2.90974 2.35017
C 2.40488 1.84053 2.33825
C 2.10438 0.62770 1.85131
C 0.77244 0.26866 1.25894
H -5.29043 0.45235 0.08267
H -4.72425 2.40738 1.58693
H -2.40151 2.81968 2.19058
H -3.39929 -0.88145 -0.81501
H -0.53198 3.45229 1.88378
H 1.72089 3.89954 2.68884
H 3.40086 2.01364 2.73625
H 2.84475 -0.16811 1.85109
C -2.97579 -1.13983 -5.21816
S -1.47183 -0.99236 -4.26225
C -0.84749 -2.65187 -4.51541
O -1.96230 -1.00634 -2.84131
H -3.54761 -1.98321 -4.83247
H -2.72579 -1.27503 -6.26977
H -3.53179 -0.21525 -5.08011
H -0.57235 -2.78680 -5.56134
H -1.61182 -3.36020 -4.19827
H 0.02673 -2.75068 -3.87283
C -1.00371 -2.62934 4.05738
Si 0.00041 -1.06742 3.73926
C -0.92265 0.40058 4.44789
C 1.62446 -1.24420 4.67183
C 0.29398 -1.04682 1.88302
H -1.18460 -2.78605 5.12415
H -0.48162 -3.50692 3.66684
H -1.97101 -2.56981 3.55180
H -1.10690 0.24319 5.51558
H -1.88320 0.54546 3.94831
H -0.34073 1.31606 4.32135
H 1.44135 -1.50762 5.71766
H 2.19273 -0.31326 4.64086
H 2.24236 -2.02922 4.22794
H -0.60865 -1.41840 1.39446
H 1.06065 -1.81367 1.73997

Computed properties:
Charge = -1
<S²> = 3.87
2S+1 = 4
HOMO-LUMO gap (alpha / beta) = 4.681 / 4.675 eV
DFT total energy = -3324.5101 hartree


Record 2
The following is a quantum chemistry calculation of a molecular structure, C31H35GeN4O3Zr at a distorted geometry, from the Open Molecules 2025 dataset.

Element x y z (Å)
Zr 1.02261 1.92952 0.73754
C 2.45003 0.80515 -1.78476
O 2.71267 1.08176 -0.41294
C 3.87839 0.59518 0.29332
C 3.45539 0.20946 1.72195
O 2.65092 1.27340 2.20957
C 2.00024 0.98014 3.54723
C 1.27215 2.24502 3.90310
O 0.38114 2.60466 2.85779
C -0.48134 3.67513 3.27421
H 2.33348 -0.25686 -1.97388
H 1.50446 1.30622 -2.03518
H 3.27751 1.23765 -2.33753
H 4.28397 -0.26680 -0.19499
H 4.51961 1.47259 0.31866
H 2.86781 -0.67649 1.66676
H 4.32047 0.01174 2.33139
H 1.29859 0.21621 3.27925
H 2.73712 0.67574 4.28447
H 0.72465 2.13224 4.84116
H 1.96417 3.13476 3.87470
H -0.97816 3.40720 4.25734
H 0.15829 4.48335 3.42301
H -1.20967 3.81723 2.49821
N -2.96057 2.18866 -1.03790
C -3.36703 1.70412 0.25534
C -2.27107 1.57010 1.06405
N -1.07355 1.66837 0.28138
C -1.51850 2.26462 -0.93378
C -0.70361 3.30291 -1.27248
N 0.53750 3.44904 -0.77069
C 1.11461 4.47326 -1.43174
C 0.23517 5.03438 -2.33433
N -0.94141 4.27240 -2.26758
H -3.36387 1.55107 -1.73671
H -4.41296 1.47287 0.40788
H -2.12134 1.24150 2.08442
H 2.10957 4.84443 -1.11473
H 0.39667 5.80519 -3.04880
H -1.58098 4.09603 -2.97592
C -0.03524 0.35312 0.42489
Ge -0.53260 -1.26390 -0.45916
C 1.18963 -2.24258 -0.70862
C 1.46314 -2.84633 -1.95275
C 2.43352 -3.83144 -2.07366
C 3.15587 -4.22621 -0.94416
C 2.88249 -3.61626 0.29151
C 1.90507 -2.64678 0.45428
C -1.49062 -2.39306 0.95221
C -1.61987 -1.82798 2.22974
C -2.33907 -2.59476 3.10831
C -2.81943 -3.93995 2.76832
C -2.57082 -4.41831 1.49807
C -2.00373 -3.61423 0.57799
C -1.65758 -1.05117 -2.14161
C -1.16481 -0.48935 -3.33327
C -1.87647 -0.41483 -4.54644
C -3.15257 -1.02966 -4.57181
C -3.66057 -1.55645 -3.37076
C -2.93066 -1.54401 -2.18830
H 1.05708 -2.63410 -2.91187
H 2.61272 -4.29370 -3.05674
H 4.01175 -4.89583 -0.94897
H 3.28732 -4.02829 1.16882
H 1.50113 -2.33211 1.41053
H -1.13072 -0.87002 2.52746
H -2.68822 -2.24889 4.07774
H -3.25468 -4.47836 3.63548
H -2.80066 -5.48045 1.33946
H -1.70854 -3.99471 -0.35245
H -0.17534 0.11923 -3.27957
H -1.32551 0.08719 -5.33018
H -3.76838 -1.04851 -5.39738
H -4.66546 -1.90750 -3.38037
H -3.35127 -1.83297 -1.26552

Computed properties:
Charge = +1
HOMO-LUMO gap = 5.995 eV
DFT total energy = -3770.6046 hartree


Record 3
The following is a quantum chemistry calculation of a molecular structure, C31H35N2O2P2ReS5Sb, from the Open Molecules 2025 dataset.

Element x y z (Å)
Re 1.22939 -0.22014 -1.75504
N 2.70868 1.08572 -0.69725
C 4.17836 0.90926 -0.90877
C 4.56893 1.16549 -2.35153
C 3.89444 0.19184 -3.25660
O 4.18905 0.29134 -4.51398
O 3.07953 -0.65076 -2.84906
H 2.45015 2.04302 -0.95169
H 2.53076 1.03633 0.30532
H 4.43257 -0.10832 -0.61562
H 4.71467 1.59742 -0.25667
H 5.65014 1.06852 -2.47951
H 4.32126 2.17764 -2.68625
C -3.72260 1.31962 5.61953
S -2.38085 1.19414 4.42485
C -2.45702 -0.56703 4.01488
C -1.45209 -0.84510 2.89941
C -1.89568 -0.22078 1.58475
N -0.80501 -0.19230 0.58173
P -0.52580 0.99658 -0.60091
C -2.03788 1.37932 -1.45421
C -2.46209 0.62666 -2.55502
C -3.69863 0.87888 -3.12049
C -4.51313 1.87588 -2.59266
C -4.09700 2.62338 -1.49949
C -2.85898 2.38187 -0.92543
C 0.09109 2.47190 0.19355
C 0.29743 3.61297 -0.59161
C 0.83623 4.75038 -0.01219
C 1.15676 4.75670 1.34266
C 0.93816 3.62949 2.12423
C 0.41277 2.47909 1.55151
P 0.02498 -1.43324 -0.13441
C 1.68931 -1.69936 0.47704
C 2.54745 -2.60795 -0.17008
C 3.83752 -2.80420 0.31341
C 4.26510 -2.11932 1.43780
C 3.41784 -1.21338 2.08960
C 2.14505 -0.99518 1.61273
C -0.93577 -2.89878 -0.26193
C -2.20803 -2.79949 -0.84439
C -2.99480 -3.93038 -0.94632
C -2.52101 -5.14972 -0.46965
C -1.26442 -5.24609 0.11538
C -0.46205 -4.12301 0.22265
H -3.76868 2.35976 5.93392
H -3.51945 0.69531 6.48738
H -4.66970 1.03890 5.16240
H -3.47285 -0.82737 3.70633
H -2.21184 -1.16205 4.89433
H -1.31991 -1.92472 2.77638
H -0.48309 -0.43288 3.19939
H -2.19602 0.81688 1.74478
H -2.75571 -0.75327 1.17286
H -1.82564 -0.14060 -2.98092
H -4.02508 0.31050 -3.98095
H -5.47628 2.07536 -3.04344
H -4.73420 3.39874 -1.09665
H -2.53700 2.97220 -0.07625
H 0.01286 3.62219 -1.63872
H 0.98631 5.63995 -0.60921
H 1.56264 5.65268 1.79327
H 1.15981 3.65113 3.18293
H 0.21701 1.61074 2.17017
H 2.19880 -3.18857 -1.01475
H 4.49001 -3.51417 -0.17699
H 5.25976 -2.29435 1.82782
H 3.75769 -0.70442 2.98216
H 1.47855 -0.31224 2.12518
H -2.57744 -1.84790 -1.21131
H -3.97715 -3.86782 -1.39414
H -3.14167 -6.03233 -0.55037
H -0.91310 -6.19626 0.49351
H 0.50943 -4.19844 0.69367
S 3.47619 -0.72609 -5.69398
Sb 1.11575 -0.69142 -5.06341
S 0.80051 1.19251 -3.49300
S 0.56495 -1.98058 -3.03000
S -0.30027 -0.96029 -6.70261

Computed properties:
Charge = +3
HOMO-LUMO gap (alpha / beta) = 3.712 / 3.645 eV
DFT total energy = -4453.6110 hartree